No. 1
The following is a DFT calculation (the ωB97M-V functional and the def2-TZVPD basis) of a molecular structure, Cl2HPS2 in a non-equilibrium geometry.

XYZ file:
```
6
Cl2HPS2 (the ωB97M-V functional and the def2-TZVPD basis)
P 0.6220 0.1612 0.0393
S 2.0738 0.9242 1.0504
S -1.1262 1.1631 0.1864
Cl -0.3485 -2.3386 0.6455
Cl 0.6641 -0.0322 -1.9960
H -1.8851 0.1222 0.0744
```

Results
charge	0
E_tot	-2058.7218	Ha
energy relative to the best compared isomer or geometry (same formula, charge and spin)	36.4	kcal/mol
orbital gap	7.570	eV
HOMO energy	-10.352	eV

---

No. 2
The following is a DFT calculation (the ωB97M-V functional and the def2-TZVPD basis) of a molecular structure, C37H25Br2EuN11O in a non-equilibrium geometry.

XYZ file:
```
77
C37H25Br2EuN11O (the ωB97M-V functional and the def2-TZVPD basis)
Eu 0.1587 0.5230 -0.6812
C -1.7822 3.8832 5.0396
C -2.6713 2.8020 5.1917
C -2.7077 1.7772 4.2642
C -1.8532 1.8592 3.1687
C -1.6120 0.9486 2.0602
N -2.2394 -0.2353 1.9429
C -1.7349 -1.2500 1.2203
C -2.3788 -2.5328 1.0796
C -3.5804 -3.0373 1.5862
C -3.9338 -4.3324 1.2618
C -3.0935 -5.1374 0.4583
C -1.8866 -4.6567 -0.0114
C -1.5305 -3.3413 0.2992
C -0.3631 -2.5529 -0.0128
N 0.7187 -3.0306 -0.6509
C 1.8020 -2.2816 -0.8702
N 1.9345 -0.9269 -0.7944
C 3.2593 -0.5724 -1.0346
N 3.8109 0.6508 -0.9935
C 3.2023 1.7106 -0.5048
N 1.9347 1.8000 0.0482
C 1.7875 3.0379 0.6401
N 0.8406 3.4515 1.4448
C -0.1883 2.6691 1.8369
N -0.6474 1.4890 1.2599
C -0.9663 2.9285 3.0199
C -0.9187 3.9543 3.9641
C 2.9753 3.8439 0.3163
C 3.3015 5.1538 0.6233
C 4.5298 5.6318 0.1875
C 5.4110 4.8063 -0.5209
C 5.0839 3.4884 -0.8094
C 3.8487 3.0234 -0.3856
C 4.0003 -1.7832 -1.3286
C 5.3393 -2.0117 -1.6371
C 5.7404 -3.3201 -1.8466
C 4.8328 -4.3866 -1.7443
C 3.5033 -4.1576 -1.4295
C 3.1010 -2.8453 -1.2282
N -0.5476 -1.2889 0.5209
H -1.7713 4.6664 5.7876
H -3.3258 2.7706 6.0541
H -3.3728 0.9307 4.3838
H -4.2025 -2.4260 2.2311
H -4.8577 -4.7493 1.6445
H -3.3916 -6.1534 0.2312
H -1.2220 -5.2782 -0.5992
H -0.2220 4.7747 3.8509
H 2.6160 5.7763 1.1840
H 4.8151 6.6538 0.4026
H 6.3651 5.2050 -0.8431
H 5.7633 2.8367 -1.3445
H 6.0380 -1.1874 -1.7044
H 6.7746 -3.5319 -2.0890
H 5.1813 -5.3986 -1.9085
H 2.7942 -4.9705 -1.3378
Br 1.7384 1.4423 -3.4707
C 0.2080 2.5363 -3.8159
Br -0.6695 3.1102 -2.1929
H -0.5099 1.9588 -4.3808
H 0.5335 3.4293 -4.3298
C -5.1098 -2.2730 -1.5896
N -3.9322 -1.4411 -1.7316
C -2.7825 -1.7268 -2.5717
C -1.8859 -0.5763 -2.1881
O -0.7334 -0.3748 -2.6165
N -2.4600 0.2156 -1.2690
C -3.6470 -0.3723 -0.9863
N -4.4582 0.0983 -0.0463
H -5.0574 -3.0764 -2.3195
H -6.0168 -1.6962 -1.7771
H -5.1427 -2.7270 -0.5967
H -3.0178 -1.7072 -3.6372
H -2.3120 -2.6772 -2.3095
H -4.0002 0.6720 0.6499
H -5.2077 -0.4848 0.2853
```

Results
charge	0
multiplicity	8
E_tot	-7961.0096	Ha
⟨S²⟩	15.790
orbital gap (alpha / beta)	4.835 / 6.755	eV
HOMO energy (alpha / beta)	-4.898 / -8.469	eV

---

No. 3
The following is a DFT calculation (the ωB97M-V functional and the def2-TZVPD basis) of 2 unconnected molecules or ions with the total composition C5H9NO.

XYZ file:
```
16
C5H9NO (the ωB97M-V functional and the def2-TZVPD basis)
C -2.3942 -0.2922 0.2089
C -1.2155 -1.1372 -0.2015
C -0.1753 -1.3282 0.5726
N 0.7890 -1.4999 1.3176
H -2.6124 0.4689 -0.5508
H -2.1909 0.2181 1.1552
H -3.3030 -0.8897 0.3392
H -1.1759 -1.5481 -1.2067
H 1.4750 -0.7475 1.1818
C 0.5917 1.2348 -0.6978
C 1.7929 1.0604 -0.1489
O 2.7435 0.2857 -0.7608
H 0.3414 0.7692 -1.6456
H -0.1546 1.8665 -0.2311
H 2.0900 1.5426 0.7834
H 3.3982 -0.0031 -0.1156
```

Results
SMILES	CC=C=N.C=CO
charge	0
E_tot	-325.8215	Ha
energy relative to the best compared isomer or geometry (same formula, charge and spin)	72.9	kcal/mol
orbital gap	9.329	eV
HOMO energy	-8.553	eV

---

Number 1: molar mass 167.022 g/mol. Number 2: molar mass 951.455 g/mol. Number 3: molar mass 99.133 g/mol.